[1]
Computed, not measured: a molecular structure, C40H63ClNO21PSSi in a non-equilibrium geometry, with ωB97M-V with the def2-TZVPD basis set.

Last column: Löwdin charge in e.
Geometry (Å):
Cl (8.9670, 0.6220, -0.5226)  0.567
S (4.2896, 5.4490, -0.5352)  0.731
P (3.5332, 0.0272, 0.6140)  0.318
Si (4.6769, 1.7896, -0.1629)  0.623
O (-3.0926, -3.2674, -4.9704)  0.006
O (4.4582, -0.8463, 1.5975)  -0.159
O (-5.6168, -6.1212, -6.4224)  0.102
O (-1.0108, -3.1669, -5.8206)  0.114
O (3.5851, 1.2829, 3.8619)  0.088
O (-6.8639, 1.7207, 1.3244)  0.010
O (-7.0449, -6.3911, -4.7237)  0.035
O (0.9067, 2.7481, -1.3494)  0.011
O (-4.4513, 4.8236, 2.1169)  0.022
O (3.0594, -0.7221, -0.5460)  -0.309
O (9.9677, 3.7199, 1.9890)  0.006
O (2.3148, 0.5709, 1.4703)  -0.158
O (0.4773, -4.6359, 0.7997)  0.004
O (-2.4061, -0.5906, -0.1199)  0.091
O (9.3594, 4.0809, 4.1151)  0.125
O (1.3664, 4.5276, -2.6530)  0.097
O (-7.3681, 2.1977, 3.4597)  0.108
O (-1.8793, -0.9985, -2.2643)  0.038
O (-1.1946, -5.8764, 1.6272)  0.125
O (3.2166, -0.4418, 5.2320)  0.047
O (-2.7226, 5.7775, 3.1728)  0.113
N (4.7479, 3.1808, 0.9762)  -0.045
C (-6.2400, 6.0679, 3.0063)  -0.148
C (10.2759, 5.9089, 2.7953)  -0.075
C (1.0312, -6.8384, 1.4131)  -0.074
C (-0.0079, 2.4666, -0.2602)  -0.139
C (-5.0265, 0.2841, 1.6460)  -0.159
C (-8.3480, -6.9717, -4.5280)  -0.148
C (10.6076, 4.4704, 0.9427)  -0.153
C (1.9533, 1.4892, 5.6585)  -0.063
C (-4.3348, -3.5307, -6.9580)  -0.159
C (3.0096, 0.8150, 4.8080)  -0.468
C (-4.9304, 6.8008, 3.2960)  -0.074
C (4.4298, 4.2203, 0.4317)  -0.897
C (-6.0695, 0.7289, 0.6375)  -0.141
C (0.0168, -2.3587, -1.9609)  -0.140
C (-5.8359, 5.1413, 1.8711)  -0.146
C (9.7975, 4.4985, 3.0858)  -0.489
C (-1.7622, -1.1929, -0.9366)  -0.487
C (-2.8663, -3.8213, -7.2482)  -0.065
C (7.4428, 1.4748, 1.5375)  -0.139
C (-0.7460, -2.2713, -0.6497)  -0.081
C (-5.7805, 0.4260, 2.9651)  -0.071
C (-6.7529, 1.5487, 2.6635)  -0.498
C (1.9067, 0.5897, 6.8914)  -0.150
C (-2.1811, -3.3754, -5.9694)  -0.475
C (2.3156, -6.0228, 1.2803)  -0.153
C (-0.0440, -5.7711, 1.3245)  -0.486
C (1.8543, -4.8431, 0.4357)  -0.149
C (2.3133, -0.7563, 6.3103)  -0.143
C (10.3266, 5.9305, 1.2692)  -0.154
C (-1.0379, -1.9463, -2.9776)  -0.136
C (-3.8858, 5.7745, 2.8948)  -0.494
C (0.7878, 4.0458, -1.7230)  -0.504
C (-4.3939, -3.6854, -5.4460)  -0.142
C (7.3042, 0.6892, 0.2431)  -0.754
C (-9.0173, -6.9144, -5.8939)  -0.152
C (-7.8242, -7.0661, -6.8357)  -0.068
C (6.3885, 1.3424, -0.7814)  -0.335
C (-0.3008, 3.8193, 0.3706)  -0.147
C (-0.2012, 4.7586, -0.8201)  -0.075
C (-6.6928, -6.4656, -6.0250)  -0.465
H (-4.1807, 0.9709, 1.6281)  0.117
H (-7.5896, -8.1119, -7.0378)  0.133
H (-9.7882, -7.6705, -6.0257)  0.116
H (2.8262, -1.3890, 7.0299)  0.125
H (2.4156, -3.9339, 0.6389)  0.122
H (-2.6813, -4.8867, -7.3925)  0.133
H (-1.1502, 4.8507, -1.3504)  0.131
H (6.7128, 1.1760, 2.2829)  0.080
H (-5.6270, 1.1785, -0.2475)  0.127
H (-6.5321, 5.4783, 3.8762)  0.119
H (-1.2581, 3.8539, 0.8876)  0.112
H (-1.6489, -2.7787, -3.3049)  0.099
H (9.5828, 6.6400, 3.2003)  0.124
H (2.6467, 1.1258, 2.2026)  0.038
H (2.2423, 2.5090, 5.8945)  0.129
H (-2.4888, -3.2574, -8.0964)  0.124
H (-4.5560, -4.7091, -5.1382)  0.100
H (1.0100, 1.4849, 5.1096)  0.137
H (-4.6452, -0.7151, 1.4548)  0.110
H (0.8994, -7.5345, 0.5837)  0.131
H (-7.0709, 6.7222, 2.7504)  0.116
H (6.3188, 0.6896, -1.6476)  0.080
H (0.9409, 0.5678, 7.3913)  0.118
H (9.3506, 6.2163, 0.8741)  0.118
H (0.8348, -1.6357, -1.9571)  0.108
H (1.9005, -5.0533, -0.6349)  0.126
H (2.6523, 0.9209, 7.6154)  0.120
H (-7.9572, -6.5268, -7.7690)  0.126
H (-5.1581, -3.0542, -4.9951)  0.129
H (11.2625, 6.0403, 3.2415)  0.130
H (-0.9019, 1.9973, -0.6764)  0.124
H (1.4654, -1.3063, 5.8980)  0.130
H (-4.8233, 7.0668, 4.3434)  0.123
H (-6.7272, -0.0866, 0.3288)  0.126
H (-1.2691, -3.1987, -0.4188)  0.125
H (11.6748, 4.2387, 0.9551)  0.127
H (-6.3474, -0.4718, 3.2169)  0.130
H (-5.1258, 0.6991, 3.7873)  0.124
H (-8.2184, -7.9947, -4.1700)  0.128
H (0.1713, 5.7405, -0.5427)  0.123
H (-6.4191, 4.2249, 1.8600)  0.102
H (-8.8816, -6.4006, -3.7728)  0.126
H (0.4417, -3.3420, -2.1579)  0.112
H (0.4576, 1.7760, 0.4368)  0.101
H (-5.9109, 5.6231, 0.8935)  0.129
H (-0.1046, -1.9850, 0.1785)  0.121
H (-4.5639, -2.4971, -7.2278)  0.119
H (7.3653, 2.5275, 1.3098)  0.065
H (3.9117, 2.2939, -1.3165)  0.018
H (11.0677, 6.6123, 0.8568)  0.114
H (7.0529, -0.3448, 0.4137)  0.074
H (8.4236, 1.2751, 1.9423)  0.057
H (6.8732, 2.2556, -1.1140)  0.075
H (-9.4777, -5.9364, -6.0397)  0.119
H (4.8697, -1.5227, 1.0477)  0.071
H (0.9683, -7.3687, 2.3586)  0.123
H (-0.6110, -1.4641, -3.8507)  0.123
H (-5.0254, -4.1773, -7.4848)  0.094
H (2.6306, -5.6721, 2.2643)  0.118
H (10.1931, 4.1672, -0.0159)  0.122
H (-4.8067, 7.6857, 2.6701)  0.129
H (3.1465, -6.5681, 0.8370)  0.115
H (0.4802, 4.0648, 1.0937)  0.117

Atoms 1-6, force components in eV/Å:
0.0 -0.2 -0.1
-0.5 0.3 0.5
-0.2 0.4 -0.1
0.1 0.6 -0.2
0.1 0.1 -0.3
-0.2 0.2 0.1

**Gap between HOMO and LUMO**: 9.590 eV
**Multiplicity**: 1

---

[2]
Computed, not measured: a molecular structure, C40H63CuN3O6SSi3 in a non-equilibrium geometry, with ωB97M-V with the def2-TZVPD basis set.

Last column: Löwdin spin population.
Geometry (Å):
Cu (0.2735, -0.9868, 1.4682)  0.002
S (3.5962, -1.0041, 1.2958)  0.002
Si (1.1063, 2.3569, -1.9994)  0.009
Si (2.9226, -0.2806, 3.1755)  0.000
Si (1.3153, -3.3726, -2.1995)  0.003
O (3.5450, -1.0941, 4.4082)  0.000
O (-1.5820, -0.9929, 0.9758)  0.000
O (1.2482, -0.5778, -0.6707)  0.000
O (1.2400, -0.6700, 3.1430)  0.000
O (2.8899, 1.3190, 3.4146)  0.000
O (-1.8422, -0.2025, -1.1423)  0.000
N (0.6419, 0.6756, -2.5230)  0.001
N (0.7199, -1.6315, -2.6297)  0.000
N (-4.1380, 0.7704, -1.7970)  0.001
C (0.1702, -0.3943, 4.2622)  0.000
C (-2.2773, -0.5225, 0.0126)  0.001
C (4.5871, -2.5296, 6.0012)  0.003
C (-0.7635, 0.9323, -4.6135)  0.008
C (0.1022, -1.1817, -3.7851)  0.001
C (-6.0393, 0.1111, -0.4003)  0.008
C (-5.4590, -0.3745, -4.1297)  0.028
C (0.0040, 0.2515, -3.6966)  0.001
C (-0.7222, -1.6454, 4.2022)  0.002
C (2.9554, 2.4937, -2.0663)  0.007
C (-5.3475, 3.3693, -4.8445)  0.116
C (-5.5949, -0.8869, 1.7785)  0.003
C (3.8484, 2.3724, 3.5247)  0.000
C (4.8033, 2.1444, 2.3838)  0.002
C (-4.6788, 1.6213, -2.7905)  0.000
C (3.1388, -3.3326, -2.5454)  0.003
C (-4.2322, -0.8490, 1.5662)  0.001
C (-4.6245, 2.9971, -2.5507)  0.012
C (5.7687, -1.7415, 3.9703)  0.001
C (-6.0605, 1.4393, -6.3355)  0.214
C (-1.2959, -1.1522, -5.7301)  0.024
C (0.9019, -0.5206, -1.8258)  0.000
C (-0.5426, 0.8823, 3.8555)  0.004
C (-0.5190, -1.8691, -4.8005)  0.005
C (3.0981, 3.6707, 3.2956)  0.009
C (4.4205, -2.1881, 4.5184)  0.000
C (-3.7358, -0.3544, 0.3345)  0.001
C (-5.1948, 1.1085, -4.0078)  0.007
C (3.8892, -3.3822, 3.7521)  0.001
C (-5.5258, 2.0078, -5.0418)  0.016
C (-6.5153, -0.4453, 0.7933)  0.006
C (-4.9700, 3.8530, -3.5871)  0.049
C (0.2468, 2.5508, -0.3746)  0.004
C (-1.3929, 0.2152, -5.6553)  0.034
C (0.8041, -3.6424, -0.4356)  0.001
C (4.5495, 2.2772, 4.8841)  0.005
C (0.5192, 3.5844, -3.2463)  0.036
C (-4.6376, 0.2430, -0.6230)  0.001
C (0.9939, -0.3495, 5.5039)  0.002
C (0.5113, -4.6416, -3.2118)  0.009
H (6.4826, -2.5571, 4.0736)  0.000
H (3.8302, 2.4844, 5.7113)  0.001
H (4.4286, -4.2912, 4.0264)  0.000
H (-6.4351, 2.2507, -6.9943)  0.059
H (-0.6045, -4.7043, -3.1592)  0.003
H (0.1253, 3.6433, -0.2303)  0.004
H (3.1755, 3.5075, -1.6959)  0.003
H (-0.5125, -2.9759, -4.8147)  0.002
H (-0.1295, -2.5381, 4.1839)  0.000
H (5.7043, -1.5040, 2.8787)  0.000
H (4.8534, -1.6224, 6.5858)  0.001
H (3.4112, -2.9971, -3.5584)  0.001
H (4.9973, 1.2928, 5.0756)  0.000
H (-3.1197, 0.5319, -1.8620)  0.000
H (3.6486, -2.6997, -1.7717)  0.000
H (-1.4174, -1.6521, 5.0933)  0.001
H (-1.4072, -1.5714, 3.3492)  0.000
H (1.0773, -4.7213, -0.2050)  0.001
H (5.3663, 3.0820, 2.1918)  0.001
H (-5.3023, 0.8093, -6.8582)  0.044
H (-7.5733, -0.4732, 1.0440)  0.001
H (-1.4438, 0.9812, 4.4693)  0.001
H (-4.8982, 4.9551, -3.4808)  0.017
H (0.8610, -4.5586, -4.2730)  0.002
H (3.2519, 2.4218, -3.1208)  0.003
H (0.9443, -5.5807, -2.8256)  0.002
H (-6.0472, -1.2774, 2.6786)  0.001
H (-2.0052, 0.8027, -6.3696)  0.028
H (0.0586, 1.7439, 4.0501)  0.001
H (-0.7364, 2.1090, -0.4280)  0.001
H (-6.7757, 0.4909, -1.1229)  0.005
H (-0.5833, 3.8314, -3.2070)  0.009
H (3.4384, -4.3800, -2.3700)  0.001
H (5.3423, 2.9883, 4.9169)  0.001
H (6.1213, -0.8487, 4.4973)  0.000
H (0.7779, 3.3877, -4.2957)  0.009
H (-3.5501, -1.2194, 2.3308)  0.000
H (-0.8751, 0.9092, 2.8060)  0.000
H (-6.5071, -0.5484, -4.4088)  0.014
H (-4.3380, 3.4158, -1.5722)  0.006
H (-4.7765, -0.8117, -4.8875)  0.009
H (2.7915, -3.5687, 3.8367)  0.000
H (-5.5376, 4.0920, -5.6477)  0.052
H (5.3267, -3.3468, 6.0957)  0.000
H (5.5485, 1.3805, 2.5838)  0.000
H (-0.2644, -3.4483, -0.1353)  0.000
H (-6.8871, 0.7333, -6.1598)  0.030
H (1.5517, -1.2930, 5.5982)  0.000
H (0.2805, -0.2417, 6.3334)  0.001
H (2.6396, 3.7086, 2.2996)  0.002
H (4.2747, 1.8526, 1.4693)  0.000
H (3.5403, 1.7684, -1.4515)  0.000
H (-5.3044, -0.8718, -3.1583)  0.001
H (0.8487, 2.1537, 0.4515)  0.000
H (3.8001, 4.5111, 3.3825)  0.002
H (1.0846, 4.4841, -3.0087)  0.006
H (2.2991, 3.8574, 4.0267)  0.002
H (1.6599, 0.5151, 5.4929)  0.000
H (4.0620, -3.2079, 2.6623)  0.000
H (-1.8125, -1.7605, -6.4778)  0.017
H (-0.9196, 2.0104, -4.5224)  0.005
H (3.5881, -2.8601, 6.4176)  0.000
H (1.4520, -3.0056, 0.1999)  0.000

Atoms 1-6, force components in eV/Å:
0.5 0.2 -0.8
-0.3 0.8 1.3
-0.5 -2.1 -0.1
-0.8 -1.5 -4.0
-1.0 3.3 0.6
0.2 0.2 1.8

**⟨S²⟩**: 0.75
**Gap between HOMO and LUMO (alpha / beta)**: 1.084 / 6.307 eV
**Multiplicity**: 2
**Total charge**: -2

---

[3]
Computed, not measured: 9 unconnected molecules or ions with the total composition C40H65BNO21 in a non-equilibrium geometry, with ωB97M-V with the def2-TZVPD basis set.

Last column: Löwdin charge in e.
Geometry (Å):
O (-10.1557, 0.6473, 2.7406)  0.104
O (-1.6567, -4.1380, -3.3762)  0.106
O (5.7613, -1.6772, -3.9961)  0.023
O (-3.2343, -1.3330, 2.1052)  0.137
O (-5.2303, -2.3880, 1.9457)  0.008
O (-8.2944, -0.5258, 2.2016)  0.023
O (0.7675, -1.6601, 0.8835)  -0.140
O (4.4132, -0.9468, 1.6323)  -0.233
O (3.8887, -1.7896, -2.7185)  0.121
O (1.9142, 0.3080, -5.6088)  0.099
O (2.1738, 6.0970, 1.8998)  0.100
O (-4.5037, -3.8690, 6.7040)  0.100
O (1.7038, 2.0486, -4.1737)  0.018
O (-1.0600, -0.0094, -1.2589)  -0.067
O (-2.7416, 0.5504, 0.4725)  0.033
O (3.0735, 4.5731, -6.1793)  0.024
O (-3.2482, -5.5261, 7.6037)  0.031
O (0.5114, -3.7762, -2.8062)  0.024
O (1.3132, 5.9911, -6.2932)  0.111
O (0.2507, -0.9720, 3.0097)  -0.104
O (2.2444, 3.9946, 2.7383)  0.003
N (-0.8333, 1.4782, 2.3439)  0.037
C (4.5979, -1.1878, -3.4777)  -0.459
C (-8.7958, 1.3470, 0.8704)  -0.086
C (2.0813, 3.4046, 4.0340)  -0.156
C (-1.5239, -1.4032, -1.3962)  -0.070
C (6.3984, -0.6551, -4.7703)  -0.174
C (-7.2270, -0.3716, 1.2546)  -0.161
C (-7.8050, 0.4658, 0.1383)  -0.153
C (1.7234, -4.5293, -2.8940)  -0.159
C (2.4333, 4.4987, 5.0151)  -0.169
C (1.2969, -5.9775, -2.9114)  -0.168
C (1.9892, 5.7474, 4.2834)  -0.089
C (-3.4730, -4.2471, 7.1996)  -0.459
C (2.4716, 5.7845, -6.0398)  -0.479
C (-5.0732, -3.7674, 3.8295)  -0.164
C (-6.0397, -3.1775, 2.8298)  -0.153
C (4.7773, 6.1164, -5.7445)  -0.164
C (0.9913, 1.6627, 0.6042)  -0.106
C (4.4167, 4.6496, -5.6883)  -0.161
C (5.2934, 0.3080, -5.1445)  -0.160
C (3.4453, 6.7897, -5.4870)  -0.079
C (-4.0150, -2.6929, 3.9350)  -0.070
C (-0.5249, -4.5359, -3.2567)  -0.472
C (3.6107, -1.8682, 2.4141)  -0.122
C (2.1563, 5.3453, 2.8420)  -0.479
C (-2.2768, -3.3863, 7.5036)  -0.073
C (-0.0652, 1.6941, -5.6811)  -0.067
C (4.3632, 0.2150, -3.9545)  -0.085
C (-0.1558, 0.7326, 1.2195)  -0.292
C (-0.1660, 3.0937, -5.1125)  -0.154
C (2.4916, 1.3072, 1.0440)  -0.154
C (0.3184, -0.6993, 1.7515)  -0.524
C (0.6779, 3.0000, -3.8635)  -0.143
C (-9.1975, 0.4762, 2.0309)  -0.482
C (1.2880, 1.2530, -5.1936)  -0.452
C (-0.0385, -5.9143, -3.6211)  -0.090
C (3.9496, -0.8426, 0.2690)  -0.240
C (-1.9690, -5.6039, 8.2441)  -0.167
C (3.3375, 0.5804, -0.1381)  -0.145
C (-4.0711, -2.0600, 2.5740)  -0.403
C (-1.1906, -4.4177, 7.7237)  -0.159
B (-1.3406, 0.4278, 0.0996)  -0.476
H (-1.4891, -6.5508, 7.9912)  0.126
H (2.7415, 2.5414, 4.1300)  0.131
H (4.8780, -1.0069, -0.4021)  0.108
H (1.9619, 4.3699, 5.9910)  0.115
H (-5.5389, -4.0176, 4.7813)  0.098
H (3.2546, 6.9204, -4.4193)  0.138
H (-1.3264, 2.2585, 1.8844)  0.070
H (-2.0431, -2.7284, 6.6664)  0.131
H (3.2067, -1.6546, -0.0424)  0.107
H (-2.8889, -0.1802, 1.1492)  0.024
H (-0.1079, 1.6973, -6.7701)  0.127
H (-2.4833, -1.4679, -2.0158)  0.095
H (0.0723, -5.9777, -4.7063)  0.129
H (0.9373, 5.9764, 4.4695)  0.132
H (3.3671, 7.7415, -6.0117)  0.128
H (4.2362, -2.3425, 3.2628)  0.082
H (0.7877, 2.7290, 1.0042)  0.105
H (-7.0489, 1.0224, -0.4173)  0.124
H (6.8688, -1.1002, -5.6494)  0.120
H (4.6450, 0.9124, -3.1609)  0.134
H (2.6818, 0.5578, -1.0762)  0.107
H (7.1714, -0.1828, -4.1559)  0.124
H (-3.0296, -3.1154, 4.1301)  0.134
H (5.6526, 1.3199, -5.3435)  0.106
H (3.3208, 0.3597, -4.2439)  0.080
H (-0.8276, 1.0300, -5.2666)  0.139
H (-1.6849, -1.8104, -0.3306)  0.096
H (-1.5042, 0.8592, 2.8228)  0.064
H (-0.4031, -4.0879, 8.4030)  0.120
H (5.0720, 4.0429, -6.3157)  0.125
H (-8.3268, 2.2564, 1.2533)  0.134
H (2.2474, -4.2395, -3.8095)  0.128
H (-0.7232, -6.6809, -3.2585)  0.123
H (0.8640, 1.7554, -0.5394)  0.105
H (-6.7800, -2.5246, 3.3019)  0.125
H (4.2350, 1.2575, -0.4127)  0.097
H (4.4381, 4.2543, -4.6684)  0.133
H (2.0218, -6.6344, -3.3957)  0.114
H (-6.5615, -3.9490, 2.2605)  0.131
H (-2.1183, -5.5609, 9.3273)  0.126
H (4.7778, -0.0493, -6.0418)  0.120
H (-8.3387, -0.1767, -0.5694)  0.121
H (2.5835, 0.7768, 2.0507)  0.107
H (-2.4768, -2.8053, 8.4071)  0.136
H (3.0215, 2.3230, 1.1910)  0.094
H (1.0448, 3.0699, 4.1362)  0.125
H (-4.2696, -1.9433, 4.6879)  0.140
H (3.1379, -2.7117, 1.8137)  0.090
H (-1.1904, 3.4148, -4.9167)  0.122
H (-9.6557, 1.5902, 0.2467)  0.125
H (2.7907, -1.2544, 2.9329)  0.074
H (5.5556, 6.3960, -5.0326)  0.119
H (1.1316, 3.9583, -3.6038)  0.125
H (2.3568, -4.2997, -2.0363)  0.132
H (-0.6981, -2.0264, -1.8979)  0.086
H (-6.3874, 0.1217, 1.7524)  0.139
H (2.6188, 6.6028, 4.5279)  0.122
H (3.5175, 4.5278, 5.1657)  0.117
H (0.1102, 2.6327, -3.0036)  0.128
H (1.1513, -6.3337, -1.8866)  0.121
H (-0.7254, -4.6705, 6.7661)  0.127
H (0.2833, 3.8063, -5.8104)  0.094
H (-6.9032, -1.3498, 0.9042)  0.116
H (5.1305, 6.3735, -6.7483)  0.120
H (-4.6289, -4.6808, 3.4207)  0.127

Atoms 1-6, force components in eV/Å:
0.5 -0.5 -0.2
0.7 0.0 0.2
-0.1 -0.2 0.0
-0.8 -0.9 0.4
0.7 0.1 0.0
-0.6 0.2 0.1

**Gap between HOMO and LUMO**: 6.243 eV
**Multiplicity**: 1
**Total charge**: -1

---

For each record above, in turn, the calculated electronic energy values are -127519.6087, -138375.4201, -87700.8565 eV.